71
Properties=species:S:1:pos:R:3 method="wB97M-V/def2-TZVPD" homo_ha="-0.219 / -0.229" gap_ev="6.07 / 6.33" multiplicity=8 s2=16.091 total_energy_ev=-84442.9524
Gd -0.961 0.550 -0.678
C 2.923 -0.122 0.358
Si 1.910 0.700 -1.012
C 2.846 0.297 -2.579
C 2.261 2.564 -0.723
C 3.616 2.939 -0.639
C 4.014 4.250 -0.428
C 3.050 5.241 -0.293
C 1.710 4.896 -0.366
C 1.287 3.570 -0.581
Si -0.609 3.367 -0.635
C -1.140 4.286 -2.157
C -1.205 4.339 0.845
H 3.967 -0.227 0.039
H 2.550 -1.119 0.613
H 2.917 0.490 1.265
H 3.892 0.611 -2.474
H 2.420 0.804 -3.448
H 2.830 -0.778 -2.783
H 4.387 2.179 -0.737
H 5.068 4.499 -0.371
H 3.339 6.273 -0.133
H 0.972 5.687 -0.254
H -0.667 5.272 -2.150
H -2.225 4.416 -2.197
H -0.833 3.759 -3.062
H -1.320 5.391 0.568
H -0.472 4.280 1.654
H -2.167 3.989 1.226
O -0.848 0.830 1.664
S 0.376 1.243 2.500
C 0.735 -0.211 3.514
C 0.362 0.116 4.964
C -0.783 1.121 4.886
C -0.316 2.155 3.869
H 1.772 -0.499 3.356
H 0.081 -0.963 3.068
H 1.215 0.566 5.476
H 0.094 -0.787 5.511
H -1.004 1.579 5.849
H -1.693 0.639 4.524
H 0.490 2.785 4.256
H -1.088 2.789 3.434
N -3.435 1.512 -4.406
C -3.144 0.852 -3.266
O -1.944 0.752 -2.887
C -4.214 0.286 -2.505
C -3.809 -0.192 -1.245
N -3.260 -0.476 -0.267
C -5.560 0.308 -2.951
N -6.629 0.334 -3.389
H -2.684 1.987 -4.873
H -4.386 1.720 -4.656
N -0.524 -1.896 -0.076
C -0.478 -3.045 -0.197
N -0.429 -4.354 -0.332
C -1.372 -5.221 0.395
C -0.630 -6.421 0.959
C 0.189 -7.161 -0.127
C 0.180 -6.418 -1.462
C 0.536 -4.955 -1.280
H -2.175 -5.532 -0.277
H -1.825 -4.624 1.183
H -1.359 -7.088 1.421
H 0.030 -6.074 1.756
H -0.189 -8.173 -0.273
H 1.223 -7.266 0.206
H -0.801 -6.497 -1.938
H 0.897 -6.863 -2.153
H 0.491 -4.411 -2.223
H 1.547 -4.856 -0.878



73
Properties=species:S:1:pos:R:3 method="wB97M-V/def2-TZVPD" homo_ha=-0.442 gap_ev=10.34 charge=+1 total_energy_ev=-50243.3549
Li 8.476 -18.495 16.072
O 6.242 -18.384 16.584
C 5.137 -18.467 17.075
O 4.766 -19.305 18.055
C 3.449 -19.157 18.497
C 2.786 -18.609 17.315
C 3.884 -17.822 16.559
H 3.427 -18.445 19.322
H 2.979 -20.111 18.738
H 2.001 -17.949 17.685
H 2.290 -19.256 16.591
H 3.747 -16.806 16.931
H 3.816 -17.836 15.471
O 8.150 -16.911 14.683
C 7.884 -16.589 13.528
O 8.655 -15.724 12.878
C 8.205 -15.537 11.528
C 6.805 -16.030 11.469
C 6.674 -16.955 12.686
H 8.790 -16.083 10.788
H 8.012 -14.489 11.296
H 6.765 -16.610 10.546
H 6.069 -15.234 11.581
H 6.730 -17.981 12.322
H 5.768 -16.723 13.245
O 9.283 -19.905 17.705
C 10.114 -20.049 18.615
O 9.866 -20.804 19.694
C 10.981 -21.095 20.443
C 11.956 -20.041 19.982
C 11.511 -19.501 18.682
H 11.366 -22.072 20.148
H 10.860 -20.963 21.518
H 12.991 -20.353 20.122
H 11.829 -19.137 20.578
H 12.148 -19.954 17.923
H 11.457 -18.413 18.667
O 9.212 -16.411 17.425
C 10.209 -15.955 17.903
O 10.180 -15.373 19.144
C 11.390 -14.787 19.370
C 12.307 -15.039 18.149
C 11.540 -15.850 17.228
H 11.844 -15.242 20.250
H 11.240 -13.741 19.641
H 13.214 -15.563 18.450
H 12.531 -14.078 17.686
H 11.978 -16.848 17.223
H 11.464 -15.485 16.204
O 10.715 -18.160 15.406
C 11.407 -18.347 14.352
O 12.228 -17.390 13.996
C 13.089 -17.905 12.900
C 12.556 -19.257 12.459
C 11.487 -19.558 13.475
H 14.132 -17.890 13.218
H 13.023 -17.291 12.002
H 13.247 -20.090 12.325
H 12.195 -19.165 11.434
H 11.728 -20.399 14.125
H 10.518 -19.631 12.982
O 8.269 -20.187 15.063
C 7.896 -21.308 14.979
O 7.885 -21.991 13.843
C 7.416 -23.292 14.061
C 6.660 -23.284 15.403
C 7.315 -22.093 16.070
H 8.244 -23.999 14.109
H 6.650 -23.813 13.488
H 6.726 -24.202 15.987
H 5.618 -22.984 15.297
H 8.115 -22.521 16.675
H 6.663 -21.465 16.678



64
Properties=species:S:1:pos:R:3 method="wB97M-V/def2-TZVPD" homo_ha=-0.280 gap_ev=7.99 total_energy_ev=-41771.7218
C 0.389 2.490 2.340
C -0.530 2.871 1.323
C -1.815 2.422 1.693
H -0.295 3.516 0.472
C -1.720 1.730 2.925
C -0.349 1.795 3.360
H 0.031 1.530 4.346
H 1.434 2.795 2.413
H -2.742 2.617 1.152
H -2.560 1.380 3.522
Mg -0.167 0.165 1.812
C -0.522 -0.202 -0.013
H 0.370 0.465 -0.208
H -0.402 -1.183 -0.518
H -1.446 0.255 -0.379
Si 0.775 1.646 -2.873
C 1.714 0.143 -3.426
C 2.862 0.445 -4.193
H 3.104 1.485 -4.406
C 3.649 -0.569 -4.715
H 4.537 -0.310 -5.306
C 3.331 -1.905 -4.478
H 3.991 -2.704 -4.834
C 2.175 -2.209 -3.749
H 1.928 -3.255 -3.572
C 1.347 -1.192 -3.248
H 0.416 -1.450 -2.747
C -0.987 1.731 -3.488
C -1.084 1.849 -4.899
H -0.192 1.717 -5.534
C -2.283 2.232 -5.514
H -2.300 2.456 -6.587
C -3.450 2.335 -4.728
H -4.385 2.619 -5.211
C -3.390 1.986 -3.374
H -4.305 1.971 -2.782
C -2.178 1.673 -2.761
H -2.155 1.416 -1.703
H 1.443 2.892 -2.292
H 1.169 2.297 -4.000
C 2.220 -0.751 3.146
N 1.353 -1.439 2.171
C 2.100 -1.791 0.960
C 0.732 -2.659 2.732
C -0.111 -2.376 3.964
N -1.114 -1.312 3.755
C -2.322 -1.863 3.126
C -1.456 -0.746 5.066
H 3.053 -1.396 3.474
H 1.643 -0.429 4.024
H 2.623 0.149 2.662
H 2.897 -2.517 1.186
H 1.419 -2.229 0.224
H 2.535 -0.890 0.523
H 0.123 -3.124 1.946
H 1.500 -3.386 3.045
H -0.608 -3.322 4.260
H 0.550 -2.085 4.791
H -2.786 -2.631 3.772
H -3.041 -1.050 2.986
H -2.084 -2.306 2.150
H -1.833 -1.524 5.753
H -0.567 -0.283 5.515
H -2.232 0.011 4.949



68
Properties=species:S:1:pos:R:3 method="wB97M-V/def2-TZVPD" homo_ha=-0.286 gap_ev=7.96 smiles="CN(C)C(=O)Cc1ccc2c(c1)Nc1ccccc1S2.COCCOC.COCCOC" total_energy_ev=-49513.1629
C -1.357 -4.888 1.643
N -2.570 -5.733 1.832
C -3.822 -5.070 1.361
C -2.408 -7.101 1.305
O -2.528 -8.052 2.137
C -2.043 -7.507 -0.200
C -2.347 -6.391 -1.299
C -3.733 -6.229 -2.022
C -4.003 -5.085 -3.065
C -2.822 -4.121 -3.355
C -1.403 -4.265 -2.684
C -1.198 -5.413 -1.665
N -0.302 -3.345 -3.009
C -0.683 -1.925 -2.913
C 0.240 -0.964 -2.076
C -0.182 0.544 -1.963
C -1.472 1.071 -2.691
C -2.396 0.119 -3.531
C -1.978 -1.370 -3.619
S -2.970 -2.671 -4.527
H -0.453 -5.587 1.537
H -1.182 -4.213 2.568
H -1.392 -4.184 0.743
H -4.129 -4.182 2.031
H -4.648 -5.853 1.253
H -3.631 -4.599 0.317
H -0.910 -7.733 -0.264
H -2.559 -8.491 -0.520
H -4.621 -6.924 -1.787
H -5.022 -4.958 -3.582
H -0.165 -5.494 -1.156
H 0.544 -3.545 -2.461
H 1.180 -1.385 -1.565
H 0.447 1.264 -1.346
H -1.726 2.187 -2.565
H -3.348 0.507 -4.028
C -1.203 3.337 3.645
O -0.470 4.422 3.093
C 0.602 3.984 2.259
C 0.254 4.141 0.784
O -0.775 3.229 0.396
C -2.038 3.866 0.268
H -2.099 3.738 4.122
H -1.506 2.622 2.876
H -0.600 2.831 4.406
H 0.881 2.950 2.489
H 1.461 4.622 2.486
H 1.138 3.895 0.187
H -0.030 5.174 0.555
H -2.043 4.510 -0.618
H -2.285 4.453 1.155
H -2.798 3.092 0.140
C 6.746 4.355 -0.240
O 6.430 5.651 0.250
C 5.135 6.084 -0.162
C 4.127 5.971 0.976
O 3.861 4.606 1.297
C 4.525 4.193 2.484
H 7.663 4.020 0.250
H 5.952 3.636 -0.023
H 6.924 4.399 -1.319
H 4.796 5.528 -1.042
H 5.228 7.137 -0.445
H 3.178 6.410 0.651
H 4.468 6.522 1.859
H 4.058 4.663 3.355
H 5.589 4.438 2.457
H 4.420 3.111 2.575



70
Properties=species:S:1:pos:R:3 method="wB97M-V/def2-TZVPD" homo_ha=-0.283 gap_ev=7.62 total_energy_ev=-44122.1085
Rh 0.007 -0.848 0.194
C 2.190 2.047 -0.861
C 1.935 0.855 -1.706
N 1.174 -0.171 -1.385
C 1.244 -1.083 -2.407
C 2.055 -0.589 -3.384
N 2.478 0.631 -2.922
C 2.517 -1.082 -4.705
O 2.086 -2.264 -5.070
O 3.250 -0.385 -5.370
C 0.473 -2.353 -2.285
O 0.536 -3.181 -3.205
O -0.208 -2.456 -1.220
H 1.598 1.961 0.046
H 1.923 2.967 -1.381
H 3.243 2.103 -0.581
H 3.110 1.221 -3.442
H 1.481 -2.683 -4.368
C -3.971 2.190 0.062
C -3.505 2.136 -1.392
N -3.585 0.814 -1.999
C -4.696 0.570 -2.914
C -6.013 0.264 -2.212
C -2.694 -0.157 -1.654
C -2.878 -1.526 -2.238
N -1.706 0.060 -0.849
H -3.814 3.191 0.468
H -3.428 1.483 0.689
H -5.032 1.954 0.139
H -2.480 2.511 -1.479
H -4.118 2.802 -1.999
H -4.429 -0.239 -3.589
H -4.806 1.460 -3.537
H -5.911 -0.596 -1.549
H -6.789 0.042 -2.946
H -6.350 1.113 -1.616
H -2.602 -1.532 -3.294
H -3.915 -1.850 -2.158
H -2.236 -2.225 -1.714
H -1.696 1.006 -0.490
C -0.003 2.444 2.154
C 0.296 1.670 3.441
C -0.910 0.841 3.887
C 1.587 0.864 3.399
C 2.603 1.247 4.264
C 3.791 0.538 4.341
C 3.958 -0.585 3.551
C 2.982 -1.017 2.657
C 3.281 -2.292 1.883
C 2.226 -3.388 2.042
C 3.603 -2.029 0.411
C 1.793 -0.262 2.566
N 0.743 -0.642 1.735
H -0.856 3.110 2.311
H -0.247 1.761 1.339
H 0.851 3.055 1.856
H 0.461 2.424 4.216
H -1.175 0.092 3.142
H -1.771 1.495 4.045
H -0.700 0.326 4.825
H 2.450 2.112 4.898
H 4.570 0.843 5.028
H 4.873 -1.162 3.631
H 4.198 -2.679 2.335
H 1.290 -3.129 1.550
H 2.017 -3.577 3.096
H 2.592 -4.315 1.597
H 2.719 -1.688 -0.119
H 3.954 -2.946 -0.068
H 4.384 -1.271 0.310



71
Properties=species:S:1:pos:R:3 method="wB97M-V/def2-TZVPD" homo_ha=-0.237 gap_ev=7.11 total_energy_ev=-44966.9933
Pd 0.319 0.022 0.606
C 1.281 -0.164 4.699
C 1.527 -0.304 3.209
O 0.524 -0.690 2.513
C 2.816 -0.055 2.740
C 3.206 0.035 1.386
C 4.637 0.239 0.989
N 2.311 -0.030 0.437
N 2.670 0.019 -0.883
C 1.664 0.301 -1.671
O 0.493 0.724 -1.285
C 1.917 0.154 -3.122
C 3.208 0.031 -3.639
C 3.406 -0.100 -5.002
C 2.324 -0.120 -5.874
C 1.038 -0.003 -5.366
C 0.837 0.140 -4.004
H 0.207 -0.156 4.874
H 1.720 0.760 5.071
H 1.716 -1.003 5.246
H 3.577 0.105 3.493
H 5.278 0.323 1.864
H 4.729 1.138 0.379
H 4.970 -0.600 0.376
H 4.045 0.040 -2.956
H 4.413 -0.189 -5.392
H 2.482 -0.222 -6.940
H 0.186 -0.024 -6.035
H -0.161 0.236 -3.596
C 0.796 -3.068 -0.497
N -0.429 -3.572 0.080
C -0.845 -4.932 -0.171
C -2.159 -5.004 0.592
N -2.584 -3.610 0.663
C -3.636 -3.331 1.631
C -1.491 -2.777 0.427
N -1.432 -1.494 0.435
C -2.615 -0.700 0.713
C -2.519 0.671 0.056
N -1.475 1.467 0.680
C -1.434 2.742 0.537
N -0.496 3.536 1.178
C 0.743 3.012 1.711
C -0.442 4.837 0.542
C -1.859 4.970 0.021
N -2.234 3.584 -0.226
C -3.629 3.388 -0.568
H 1.448 -3.915 -0.708
H 1.296 -2.413 0.211
H 0.619 -2.519 -1.428
H -0.107 -5.640 0.207
H -0.991 -5.121 -1.243
H -2.001 -5.411 1.598
H -2.913 -5.608 0.086
H -3.952 -4.275 2.072
H -4.508 -2.878 1.159
H -3.287 -2.682 2.435
H -2.723 -0.538 1.792
H -3.524 -1.172 0.329
H -3.508 1.120 0.162
H -2.302 0.543 -1.012
H 0.532 2.162 2.351
H 1.212 3.796 2.306
H 1.433 2.708 0.918
H 0.287 4.848 -0.280
H -0.175 5.610 1.262
H -1.926 5.550 -0.900
H -2.515 5.425 0.775
H -3.962 4.281 -1.095
H -4.266 3.264 0.316
H -3.765 2.543 -1.237



70
Properties=species:S:1:pos:R:3 method="wB97M-V/def2-TZVPD" homo_ha="-0.138 / -0.164" gap_ev="4.18 / 4.88" multiplicity=3 s2=2.286 total_energy_ev=-96138.1667
C -2.118 -1.789 -3.725
C -1.163 -0.949 -3.051
N -1.401 -0.588 -1.731
C -2.271 -1.337 -1.019
C -3.191 -2.199 -1.618
C -3.112 -2.400 -2.993
C -0.138 -0.363 -3.774
P 1.089 0.642 -3.056
Tm 0.281 0.440 -0.274
P -1.908 0.453 1.343
C -2.311 -1.142 0.548
C 0.972 2.880 -0.816
C 2.333 2.819 -0.436
C 2.718 3.639 0.607
C 1.810 4.371 1.334
C 0.472 4.226 1.106
C 0.011 3.368 0.102
O -2.562 2.567 -5.626
O -1.868 2.196 -1.830
H -1.872 -2.120 -4.735
H -3.997 -2.589 -1.002
H -3.734 -3.141 -3.425
C 2.472 -0.506 -2.685
C 1.641 1.803 -4.315
H -3.305 -1.444 0.959
H -1.589 -1.904 0.953
H -3.177 3.347 -5.410
H -0.040 -0.660 -4.804
C -1.762 0.102 3.074
C -3.551 1.297 1.125
H 3.056 2.280 -1.056
H 3.741 3.769 0.829
H 2.129 5.053 2.077
H -0.250 4.753 1.692
H -1.079 3.253 -0.039
H 0.443 1.334 -1.895
H -1.522 3.137 -1.717
H -1.694 2.075 -2.739
H -3.069 1.967 -6.129
H 0.704 2.876 -1.876
H 3.196 -0.510 -3.518
H 3.021 -0.296 -1.752
H 2.063 -1.523 -2.602
H 2.404 1.328 -4.950
H 0.790 2.097 -4.955
H 2.071 2.721 -3.892
H -4.300 0.842 1.812
H -3.438 2.371 1.374
H -3.908 1.219 0.075
H -2.650 -0.361 3.491
H -0.906 -0.551 3.190
H -1.563 1.040 3.588
C 1.338 -4.639 5.890
C 1.563 -3.713 4.715
C 2.334 -2.554 4.877
C 2.552 -1.659 3.811
C 2.041 -1.917 2.522
C 1.274 -3.075 2.358
C 1.054 -3.961 3.429
S 2.315 -0.848 1.135
O 1.480 0.393 1.473
O 3.721 -0.681 0.882
O 1.469 -1.360 -0.066
H 2.268 -5.063 6.298
H 0.830 -4.134 6.720
H 0.695 -5.462 5.578
H 2.713 -2.301 5.875
H 3.129 -0.746 3.957
H 0.840 -3.318 1.380
H 0.416 -4.854 3.332



Energy relative to the best compared isomer or geometry (same formula, charge and spin) / kcal/mol: 1.05 59.26 0.00 296.96 7.42 15.48 20.53